Here is C40H40F2IrN9O3S as an isolated structure from the Open Molecules 2025 dataset. Energies are from ωB97M-V/def2-TZVPD.

Last column: Löwdin charge in e.
Element x y z (Å)
Ir: -1.0694 0.3151 -0.6145  1.27
S: -2.5703 2.1705 -1.4997  0.77
F: -3.6626 -0.7988 -1.0821  -0.04
F: -3.6809 0.5378 0.6131  -0.07
O: -1.4934 0.8239 4.0837  -0.06
O: 2.3919 -1.8371 5.3995  -0.08
O: 0.9250 -4.6786 0.2720  -0.11
N: -0.0192 -0.0882 1.5709  0.06
N: -2.1967 3.1688 -3.9580  0.09
N: -0.7656 1.5300 -3.4046  0.07
N: 1.5697 -1.2465 2.8024  0.16
N: -0.1442 0.7247 -2.6017  -0.09
N: 1.7971 3.8585 -0.5439  -0.11
N: 0.1765 2.3909 -0.3445  -0.07
N: -3.3740 3.7600 -3.9382  0.02
N: 0.5570 -2.2930 1.0400  0.16
C: 1.7054 -5.7485 -0.2246  -0.05
C: 0.7632 4.4932 0.0733  -0.04
C: -7.0754 2.3519 -2.6756  -0.07
C: 3.0632 -1.4772 -4.0412  -0.07
C: 0.2992 1.0262 2.3806  -0.24
C: 1.8747 2.8401 2.7451  -0.09
C: -6.1256 1.4495 -3.1342  -0.07
C: -0.0347 -2.5773 -0.1891  -0.17
C: 1.0779 3.3177 3.7776  -0.07
C: 0.6940 -1.1662 1.7573  -0.36
C: -5.5849 4.1700 -3.1540  -0.02
C: -2.2445 -0.1607 3.4057  -0.06
C: -0.0526 2.6276 4.1479  0.01
C: -0.7464 -1.6893 -0.9922  -0.25
C: 1.3984 2.6016 -0.7848  -0.18
C: -0.3435 -4.3655 -1.7934  -0.01
C: 1.4923 1.6990 2.0803  -0.07
C: 0.1940 -3.9129 -0.6064  -0.20
C: -4.6040 3.2568 -3.5619  -0.29
C: 2.1991 -0.8514 -4.9320  -0.07
C: -2.9416 -0.4514 0.0217  -0.48
C: -0.4580 1.4603 3.4875  -0.21
C: 3.3865 -2.6549 1.9500  -0.03
C: 4.2158 -3.0941 4.5574  0.01
C: 0.9181 0.0285 -3.0901  -0.30
C: 3.0989 4.3960 -0.8183  0.00
C: 4.5046 -3.4277 2.2013  -0.08
C: -4.8964 1.8874 -3.5782  -0.06
C: 2.6484 -2.1203 3.0012  -0.16
C: 1.8119 -0.5888 -2.1965  -0.06
C: -1.8153 2.2485 -3.0876  -0.75
C: -1.0913 -3.4970 -2.5729  -0.06
C: -6.8033 3.7113 -2.7020  -0.07
C: 4.9288 -3.6338 3.5031  -0.07
C: -1.2702 -2.1828 -2.1879  -0.13
C: 1.1415 -0.0998 -4.4747  0.00
C: 3.0624 -2.3557 4.3225  -0.23
C: 1.0146 -2.1584 5.5383  -0.06
C: -0.2353 3.5720 0.1915  -0.16
C: 2.8684 -1.3314 -2.6728  -0.07
H: -1.5401 -3.8534 -3.4859  0.11
H: -7.5393 4.4186 -2.3580  0.11
H: -4.1678 1.1825 -3.9516  0.11
H: 1.5025 -0.5020 3.4849  0.14
H: 1.3499 4.2177 4.3028  0.11
H: -2.9657 -1.3204 0.6954  0.12
H: -5.3596 5.2266 -3.1548  0.11
H: -1.2124 3.6897 0.6128  0.10
H: 5.8079 -4.2255 3.7001  0.11
H: 0.8436 -2.3410 6.5998  0.10
H: 1.1190 -6.4684 -0.7973  0.09
H: 4.5330 -3.2349 5.5792  0.13
H: -1.6197 -0.9756 3.0369  0.08
H: 2.7916 3.3455 2.4816  0.11
H: 3.0868 5.4746 -0.6685  0.10
H: -1.8565 -1.5381 -2.8272  0.10
H: 0.4606 0.3931 -5.1523  0.11
H: 2.1141 1.2814 1.2990  0.11
H: 0.3741 -1.3307 5.2190  0.08
H: 5.0568 -3.8486 1.3760  0.11
H: 0.8132 5.5267 0.3476  0.13
H: -2.7933 0.2940 2.5838  0.07
H: 2.1063 -6.2391 0.6609  0.10
H: -0.2127 -5.3886 -2.1077  0.11
H: 3.1106 -2.4325 0.9311  0.11
H: 2.5298 -5.3705 -0.8376  0.10
H: 3.8353 3.9478 -0.1459  0.10
H: -0.6621 2.9586 4.9728  0.12
H: 1.0627 -3.0997 1.3965  0.13
H: -3.3487 4.7148 -4.2836  0.16
H: 3.3823 4.1765 -1.8480  0.10
H: 3.5529 -1.7965 -1.9777  0.10
H: -2.9528 -0.5520 4.1341  0.11
H: 0.7569 -3.0580 4.9762  0.10
H: 3.8863 -2.0706 -4.4080  0.11
H: -8.0260 1.9988 -2.3107  0.11
H: 1.6592 -0.4549 -1.1325  0.08
H: 2.3617 -0.9548 -5.9942  0.11
H: 2.0263 1.8833 -1.2749  0.13
H: -6.3456 0.3953 -3.1411  0.11

Kohn-Sham gap (spin up / spin down) = 0.206 / 0.198 Eh
spin multiplicity = 2
total energy = -2968.66624 hartree
HOMO level (spin up / spin down) = -9.72 / -9.68 eV
net charge = +1
max |F| = 4.747 eV/Å
expectation value of S² = 0.7609